# C6H6N3

A cluster of 2 separate species, C6H6N3 in total at a distorted geometry (ωB97M-V/def2-TZVPD, the OMol25 dataset).

Geometry as XYZ:
```
15
Properties=species:S:1:pos:R:3
C -0.948 -1.228 0.106
C -1.239 1.495 -0.040
C 0.002 0.921 -0.113
C 1.246 1.529 0.027
H 3.270 -2.569 -0.407
H 1.466 2.501 -0.024
H -3.043 -1.092 -0.017
H -0.918 -2.246 0.035
C -2.178 -0.559 0.136
H -1.277 2.527 -0.150
N 2.171 0.536 0.110
H 2.067 -1.544 0.127
C 1.543 -0.595 0.092
N 0.126 -0.428 -0.057
N -2.287 0.750 0.175
```

Summary:
E_tot   -396.055133 a.u.
Relative energy (zero: lowest compared OMol25 entry of this formula, charge and spin)   102.6 kcal/mol
Gap between HOMO and LUMO (alpha / beta)   0.32774 / 0.26077 Ha
Total charge   +1
E_HOMO (alpha / beta)   -14.09 / -14.79 eV



# C6H6N3O4

A structure of composition C6H6N3O4 at a distorted geometry (ωB97M-V/def2-TZVPD, the OMol25 dataset).

Geometry as XYZ:
```
19
Properties=species:S:1:pos:R:3
N -1.753 -0.578 0.590
C 1.880 0.031 0.927
H 3.303 -0.020 -0.622
C 2.254 -0.035 -0.353
H 1.632 -0.172 -2.432
O -0.669 2.543 0.923
H 0.257 -0.742 2.087
O -1.725 -2.209 -0.911
C -0.544 -0.078 0.225
N -0.986 1.821 -0.003
O -1.598 2.155 -0.991
C -0.029 -0.199 -1.138
N -2.346 -1.509 -0.094
H -0.761 -0.271 -1.926
C 0.454 0.045 1.353
H 2.615 0.091 1.719
O -3.525 -1.731 0.182
H 0.256 0.996 1.873
C 1.283 -0.135 -1.409
```

Summary:
E_tot   -697.285525 a.u.
Relative energy (zero: lowest compared OMol25 entry of this formula, charge and spin)   84.8 kcal/mol
Gap between HOMO and LUMO   0.29856 Ha
Total charge   -1
E_HOMO   -4.65 eV



# C6H6N4

A cluster of 2 separate species, C6H6N4 in total at a distorted geometry (ωB97M-V/def2-TZVPD, the OMol25 dataset).

Geometry as XYZ:
```
16
Properties=species:S:1:pos:R:3
H -0.222 -2.916 2.613
C 0.811 1.418 -2.574
C -1.050 -0.643 1.977
H -2.084 -0.415 1.855
C 1.224 1.629 -1.336
N 0.535 1.459 -3.772
C -0.327 -1.677 1.206
H 2.294 1.677 -0.865
C 0.385 2.084 -0.282
N -0.405 2.504 0.459
H -0.893 -1.043 3.027
H 0.458 0.532 -4.263
C -0.173 -1.235 -0.140
H -0.560 0.355 1.687
N 0.044 -2.821 1.623
N -0.038 -0.909 -1.218
```

Summary:
E_tot   -451.134985 a.u.
Relative energy (zero: lowest compared OMol25 entry of this formula, charge and spin)   86.5 kcal/mol
Gap between HOMO and LUMO   0.35154 Ha
SMILES   [H]/N=C(\C)C#N.N#CC=C=N
Total charge   0
E_HOMO   -9.46 eV



# C6H6N4S

The molecule C6H6N4S at a distorted geometry (ωB97M-V/def2-TZVPD, the OMol25 dataset).

Geometry as XYZ:
```
17
Properties=species:S:1:pos:R:3
N 2.924 0.067 1.057
C -2.013 0.065 0.289
H -1.814 1.702 -0.887
C 0.566 -0.190 -1.621
C 1.740 -0.068 -0.799
C -1.679 -1.303 0.533
N -0.484 0.539 -1.490
H 4.579 -0.140 0.039
H -2.896 0.357 0.779
H -2.521 -1.822 0.968
N 3.010 -0.205 -1.112
C -1.308 0.843 -0.565
S -0.463 -2.245 -0.116
C 1.677 0.172 0.590
H 0.635 -0.832 -2.498
N 3.593 -0.161 0.040
H 0.929 0.290 1.322
```

Summary:
E_tot   -849.318888 a.u.
Relative energy (zero: lowest compared OMol25 entry of this formula, charge and spin)   100.2 kcal/mol
Gap between HOMO and LUMO   0.28077 Ha
SMILES   S=C/C=C\N=C/c1cn[nH]n1
Total charge   0
E_HOMO   -8.11 eV



# C6H6NO

A cluster of 2 separate species, C6H6NO in total at a distorted geometry (ωB97M-V/def2-TZVPD, the OMol25 dataset).

Geometry as XYZ:
```
14
Properties=species:S:1:pos:R:3
N -1.696 2.478 -1.079
C 0.456 -0.942 0.159
C -0.449 -0.466 1.181
H -1.748 0.173 2.828
C 0.684 -2.193 -0.163
H 0.648 0.822 -0.950
C -1.282 -0.078 1.948
O -0.534 2.539 -1.582
C 1.297 0.186 -0.454
H 1.692 0.655 0.383
H 0.174 -2.970 0.331
C -2.725 2.421 -0.530
H 1.487 -2.372 -0.964
H 1.996 -0.254 -1.108
```

Summary:
E_tot   -362.065947 a.u.
Relative energy (zero: lowest compared OMol25 entry of this formula, charge and spin)   0.0 kcal/mol
Gap between HOMO and LUMO   0.25835 Ha
Total charge   -1
E_HOMO   -3.44 eV



# C6H6O

A cluster of 2 separate species, C6H6O in total (ωB97M-V/def2-TZVPD, the OMol25 dataset).

Geometry as XYZ:
```
13
Properties=species:S:1:pos:R:3
C -0.489 1.573 -0.958
H -0.374 -0.026 2.214
C -0.889 -0.927 -0.805
H -0.677 2.610 -1.185
O -0.259 -0.960 1.977
C 1.345 1.199 -0.001
H -1.721 -1.423 -0.306
H 0.778 -2.033 0.628
H 2.024 2.018 -0.178
H -0.500 -1.509 -1.651
C 0.445 -1.011 0.797
C -0.981 0.428 -1.055
C 1.298 0.061 0.523
```

Summary:
E_tot   -307.251358 a.u.
Relative energy (zero: lowest compared OMol25 entry of this formula, charge and spin)   133.1 kcal/mol
Gap between HOMO and LUMO   0.35621 Ha
Total charge   0
E_HOMO   -8.83 eV



# C6H6O

The molecule C6H6O at a distorted geometry (ωB97M-V/def2-TZVPD, the OMol25 dataset).

Geometry as XYZ:
```
13
Properties=species:S:1:pos:R:3
H 1.042 -1.877 0.755
H -1.088 -2.372 0.250
C -0.940 1.054 -0.436
H -2.583 -0.236 -0.860
C 1.024 0.212 -0.017
H -1.146 2.028 -0.887
C -1.585 -0.237 -0.449
H 2.812 0.347 0.748
O -1.692 0.711 0.635
C 2.130 0.877 0.164
H 2.253 1.915 -0.237
C 0.515 -1.053 0.316
C -0.743 -1.370 0.017
```

Summary:
E_tot   -307.272502 a.u.
Relative energy (zero: lowest compared OMol25 entry of this formula, charge and spin)   119.8 kcal/mol
Gap between HOMO and LUMO   0.33866 Ha
Total charge   0
E_HOMO   -8.51 eV



# C6H6O

A structure of composition C6H6O at a distorted geometry (ωB97M-V/def2-TZVPD, the OMol25 dataset).

Geometry as XYZ:
```
13
Properties=species:S:1:pos:R:3
C -0.034 1.733 -0.510
H -0.468 -1.884 -0.408
C -0.773 -0.954 0.056
H -2.309 0.183 0.925
H 0.848 2.194 -0.917
H 3.797 -1.009 -0.071
C -2.025 -0.745 0.456
C 0.294 0.008 0.232
C 2.794 -0.710 0.005
O 0.016 1.277 0.816
C 1.642 -0.376 0.078
H -0.990 1.772 -0.998
H -2.793 -1.487 0.336
```

Summary:
E_tot   -307.275435 a.u.
Relative energy (zero: lowest compared OMol25 entry of this formula, charge and spin)   118.0 kcal/mol
Gap between HOMO and LUMO (alpha / beta)   0.30131 / 0.30132 Ha
Total charge   0
E_HOMO (alpha / beta)   -8.09 / -8.09 eV



# C6H6O

The molecule C6H6O at a distorted geometry (ωB97M-V/def2-TZVPD, the OMol25 dataset).

Geometry as XYZ:
```
13
Properties=species:S:1:pos:R:3
H -2.628 1.004 0.484
H -2.204 1.551 -1.157
H 2.294 -1.806 -0.453
H -0.209 2.308 0.604
C -1.838 1.004 -0.282
C 1.618 -0.097 0.702
H 3.264 -1.398 1.010
C -0.486 1.334 0.225
C 2.407 -1.121 0.393
O -1.718 -0.386 -0.714
C 0.320 0.193 0.202
H -0.286 -1.804 -0.640
C -0.536 -0.781 -0.374
```

Summary:
E_tot   -307.282067 a.u.
Relative energy (zero: lowest compared OMol25 entry of this formula, charge and spin)   113.8 kcal/mol
Gap between HOMO and LUMO (alpha / beta)   0.21550 / 0.32736 Ha
Total charge   0
E_HOMO (alpha / beta)   -6.44 / -8.40 eV



# C6H6O

A structure of composition C6H6O at a distorted geometry (ωB97M-V/def2-TZVPD, the OMol25 dataset).

Geometry as XYZ:
```
13
Properties=species:S:1:pos:R:3
C -1.036 -0.975 -0.362
H -0.141 -1.921 -2.090
C -0.410 -0.894 -1.762
C 0.789 0.072 -0.556
H 1.693 0.975 1.457
O -0.220 0.198 1.698
C 0.932 -0.094 -1.820
H -1.025 -0.612 -2.685
H 0.162 2.125 1.291
H 0.658 1.716 2.797
C -0.217 -0.241 0.392
C 0.634 1.308 1.828
H -1.820 -1.657 -0.187
```

Summary:
E_tot   -307.221854 a.u.
Relative energy (zero: lowest compared OMol25 entry of this formula, charge and spin)   151.6 kcal/mol
Gap between HOMO and LUMO   0.30921 Ha
Total charge   0
E_HOMO   -8.82 eV



# C6H6O

A cluster of 2 separate species, C6H6O in total (ωB97M-V/def2-TZVPD, the OMol25 dataset).

Geometry as XYZ:
```
13
Properties=species:S:1:pos:R:3
H 1.610 0.526 0.631
C 1.153 0.504 -1.824
C -1.267 0.759 -0.725
H 2.101 0.420 -2.311
H -0.076 -3.309 1.269
H -1.853 -0.157 -0.844
C 0.108 0.346 1.831
H -1.816 1.601 -1.154
H -1.184 0.960 0.356
C 0.081 -1.041 1.452
C -0.015 -2.245 1.349
O 1.109 1.016 1.319
C 0.049 0.620 -1.349
```

Summary:
E_tot   -307.226670 a.u.
Relative energy (zero: lowest compared OMol25 entry of this formula, charge and spin)   148.6 kcal/mol
Gap between HOMO and LUMO   0.31753 Ha
Total charge   0
E_HOMO   -8.83 eV



# C6H6O

A structure of composition C6H6O (ωB97M-V/def2-TZVPD, the OMol25 dataset).

Geometry as XYZ:
```
13
Properties=species:S:1:pos:R:3
H -0.248 2.385 0.447
C 1.973 0.222 0.177
H -2.372 1.225 -0.819
C -0.376 1.364 0.095
H 0.865 -1.523 0.427
O -1.458 -0.592 -0.599
C -1.727 0.727 -0.082
C -0.121 -0.815 -0.552
C 2.123 -0.987 0.585
H -2.285 0.652 0.863
H 2.851 -1.677 1.001
C 0.581 0.457 -0.150
H 0.194 -1.437 -1.393
```

Summary:
E_tot   -307.241371 a.u.
Relative energy (zero: lowest compared OMol25 entry of this formula, charge and spin)   139.3 kcal/mol
Gap between HOMO and LUMO   0.27360 Ha
Total charge   0
E_HOMO   -8.01 eV



# C6H6O

The molecule C6H6O at a distorted geometry (ωB97M-V/def2-TZVPD, the OMol25 dataset).

Geometry as XYZ:
```
13
Properties=species:S:1:pos:R:3
C 0.412 -0.108 -0.996
O 1.019 -0.264 -2.246
C -0.685 0.114 1.454
H 1.157 0.972 2.123
C -0.952 -0.494 -0.877
H -1.153 -0.926 -1.851
H -2.365 -0.943 0.665
C -1.505 -0.339 0.400
H -1.057 -0.101 2.450
C 0.559 0.657 1.280
C 1.023 0.710 -0.057
H 1.810 -0.750 -1.994
H 1.736 1.473 -0.350
```

Summary:
E_tot   -307.424240 a.u.
Relative energy (zero: lowest compared OMol25 entry of this formula, charge and spin)   24.6 kcal/mol
Gap between HOMO and LUMO   0.36303 Ha
SMILES   Oc1ccccc1
Total charge   0
E_HOMO   -8.93 eV



# C6H6O18Zr

A structure of composition C6H6O18Zr at a distorted geometry (ωB97M-V/def2-TZVPD, the OMol25 dataset).

Geometry as XYZ:
```
31
Properties=species:S:1:pos:R:3
O 1.673 -2.712 2.865
O 3.742 0.379 -2.135
O 1.721 -1.619 0.891
O -3.348 0.342 2.566
O -0.742 -4.062 -1.817
O 2.428 2.174 -2.245
O -0.801 1.970 -0.999
O -1.432 2.259 -3.159
O 0.669 1.024 1.323
O 0.450 -2.138 -1.550
C -3.142 0.349 1.351
O -1.454 -2.296 -0.586
H 4.202 1.129 -2.529
Zr -0.082 -0.333 -0.125
O 1.694 0.302 -1.258
H -0.074 -4.132 -2.510
C 2.537 1.011 -1.854
C 0.816 1.985 2.132
C -0.580 -2.830 -1.307
O 0.761 1.613 3.466
O -2.095 0.033 0.724
O -0.167 -1.776 1.915
O 1.023 3.164 1.888
H 2.592 -2.787 2.581
H -1.290 3.125 -2.748
O -4.140 0.845 0.532
C 1.050 -2.040 1.884
H 1.108 2.411 3.879
O -1.126 0.207 -2.163
H -4.910 0.928 1.104
C -1.084 1.478 -2.118
```

Summary:
E_tot   -1634.149631 a.u.
Relative energy (zero: lowest compared OMol25 entry of this formula, charge and spin)   0.0 kcal/mol
Gap between HOMO and LUMO   0.31237 Ha
Total charge   -2
E_HOMO   -3.51 eV



# C6H6O2

The molecule C6H6O2 at a distorted geometry (ωB97M-V/def2-TZVPD, the OMol25 dataset).

Geometry as XYZ:
```
14
Properties=species:S:1:pos:R:3
C 0.269 1.643 -0.105
C 1.249 0.539 0.265
H 0.716 -1.936 1.076
H -1.093 0.009 1.453
H 0.499 2.799 -0.163
O -1.730 -1.196 -0.065
H -0.041 -0.518 -1.437
C -1.334 0.032 0.302
C -0.386 -0.982 -0.364
H 2.019 1.068 1.048
H -2.168 2.078 -0.117
O 2.048 -0.557 -0.354
C 0.905 -0.852 0.342
C -1.114 1.374 -0.191
```

Summary:
E_tot   -382.376589 a.u.
Relative energy (zero: lowest compared OMol25 entry of this formula, charge and spin)   194.0 kcal/mol
Gap between HOMO and LUMO   0.33703 Ha
SMILES   C1=C[C@H]2O[C@@H]2[C@H]2O[C@@H]12
Total charge   0
E_HOMO   -9.07 eV



# C6H6O2

The molecule C6H6O2 at a distorted geometry (ωB97M-V/def2-TZVPD, the OMol25 dataset).

Geometry as XYZ:
```
14
Properties=species:S:1:pos:R:3
C 0.228 0.674 1.136
C -1.370 -0.649 0.130
H -2.229 -1.103 -0.318
H 0.171 -2.274 -0.066
H 0.379 1.103 2.120
H 1.616 1.511 -1.710
C 0.105 -1.175 -0.049
H 0.881 -0.973 -2.165
C 0.723 -0.441 -1.219
C 1.089 0.830 -1.043
H -2.025 1.170 1.105
C -1.228 0.534 0.773
O 0.693 -0.612 1.128
O 0.967 1.407 0.179
```

Summary:
E_tot   -382.632370 a.u.
Relative energy (zero: lowest compared OMol25 entry of this formula, charge and spin)   33.5 kcal/mol
Gap between HOMO and LUMO   0.35956 Ha
SMILES   C1=C[C@@H]2C=C[C@H](O1)O2
Total charge   0
E_HOMO   -8.77 eV



# C6H6O2

The molecule C6H6O2 at a distorted geometry (ωB97M-V/def2-TZVPD, the OMol25 dataset).

Geometry as XYZ:
```
14
Properties=species:S:1:pos:R:3
H -1.037 2.181 1.201
H 1.128 -3.076 0.264
C -0.744 1.444 0.407
C -0.495 1.867 -0.816
O 0.765 -1.267 -1.150
H -0.215 -1.440 2.259
O -0.033 0.819 -1.741
H -0.318 2.904 -1.207
C 0.433 -0.010 -0.704
C 0.778 -1.850 0.177
C 0.088 -1.282 1.220
H 1.416 0.376 -0.341
C -0.440 -0.122 0.380
H -1.325 -0.544 0.051
```

Summary:
E_tot   -382.531503 a.u.
Relative energy (zero: lowest compared OMol25 entry of this formula, charge and spin)   96.8 kcal/mol
Gap between HOMO and LUMO   0.37351 Ha
SMILES   C1=C[C@H]2C=CO[C@@H]2O1
Total charge   0
E_HOMO   -9.11 eV